# 1
{"formula": "C22H59BMnO11", "method": "the ωB97M-V functional and the def2-TZVPD basis", "s_squared": 8.75, "orbital_gap_ev": [7.29, 7.55], "fmax_ha_per_bohr": 0.048, "e_lumo_ev": [0.239, 0.239], "e_tot_ev": -78282.2978, "spin_multiplicity": 6, "e_above_lowest_kj_mol": 22.80, "species": ["O", "H", "H", "C", "H", "H", "H", "H", "H", "H", "C", "H", "H", "C", "H", "H", "H", "H", "H", "H", "H", "H", "C", "O", "C", "H", "C", "H", "H", "H", "H", "O", "O", "H", "O", "C", "B", "H", "H", "H", "H", "H", "Mn", "C", "C", "O", "H", "C", "H", "C", "H", "C", "C", "O", "O", "C", "H", "H", "C", "H", "C", "H", "H", "H", "C", "C", "H", "H", "O", "H", "H", "H", "H", "C", "H", "H", "C", "H", "C", "O", "H", "H", "H", "H", "H", "C", "H", "H", "H", "H", "H", "O", "H", "H"], "positions_angstrom": [[4.08704, 1.30734, 2.79808], [-3.46127, 2.27642, -6.76842], [2.98495, -0.78520, 3.94125], [4.93174, 0.93916, 5.03470], [-1.18346, 3.23976, -6.52181], [-0.98659, -2.02269, -2.83691], [0.33006, 4.27259, -4.70199], [-3.00187, -2.67086, -1.71684], [-0.83765, 3.71460, -3.51706], [-3.69386, 4.11914, 1.79794], [4.05842, 1.74903, 4.11772], [3.29412, -1.71318, -0.47271], [1.50997, -5.75183, -0.33330], [-1.94965, 2.52956, 0.37470], [-2.36630, -1.24843, 1.39831], [-4.10652, 3.89170, -6.42984], [2.26264, -3.31427, -2.00570], [-2.74892, 1.83685, 0.08876], [-0.65200, -0.04961, 4.85224], [-3.56431, -1.52690, 0.14431], [-1.12598, -3.75438, -3.03099], [-0.40742, -0.40586, 0.22152], [1.27721, -5.33981, 0.65516], [-1.72585, -2.55476, -0.05652], [-4.13508, 5.48904, 0.19077], [-1.19734, -6.21176, -0.22578], [-3.67504, 4.13041, 0.70270], [2.41113, -4.22704, 2.25595], [3.33059, -4.85710, 0.87212], [-1.95153, -5.26127, 1.08164], [1.04022, 0.70562, -0.31189], [0.12519, 2.20694, -4.50714], [-0.01200, -4.74049, 0.68261], [1.28894, -2.47032, -3.26307], [0.06086, -2.43743, 2.60576], [-3.72621, 2.97416, -5.96558], [0.70437, -0.36583, -0.02838], [3.72838, -2.13611, 4.70261], [4.67250, -1.17546, 3.50295], [0.87921, -1.07015, -0.90483], [1.45287, 1.06752, -3.31491], [0.18956, 0.24080, 3.33891], [0.27473, -2.38415, 0.51063], [-1.49802, 3.65389, -5.55691], [2.37877, -4.40792, 1.18027], [-2.37153, 3.87436, 0.23606], [0.57584, 2.27495, -2.47698], [3.95014, -1.13698, 4.32384], [-4.41355, 3.43611, 0.28078], [-1.01956, -5.71094, 0.73550], [-1.65508, 2.29335, 1.40193], [-0.47792, -0.46183, 3.84780], [-2.10495, -3.13304, -1.29083], [2.26480, -3.15596, 0.51001], [-2.68961, 3.07731, -5.03461], [3.45494, -2.39470, 0.35493], [-3.97932, 5.50343, -3.08715], [3.21072, 1.63955, 0.99100], [-3.59234, 5.33450, -2.08433], [5.05569, 1.47078, 5.97929], [3.03456, 1.88780, 2.03308], [-1.42766, -0.41093, 3.31442], [-0.63418, -2.45461, 4.51305], [-3.05016, 4.38754, -2.08541], [-0.42735, 3.49694, -4.51046], [1.03776, 2.07076, -3.44606], [-4.59998, 2.54054, -5.47564], [1.94004, 2.64762, -3.67995], [-4.62839, 5.49847, -1.12867], [3.04170, 1.74077, 4.54981], [5.95060, 0.75839, 4.66572], [-2.41091, -4.17452, -1.14879], [1.08330, -1.87520, 4.31280], [-2.76837, -2.00074, 0.72642], [-0.80239, -6.50121, 1.46361], [4.39139, -2.95641, 0.28850], [0.07318, -1.88913, 3.88414], [3.03213, 2.97707, 2.12979], [-0.96213, -2.96439, -2.28552], [0.28122, -3.19747, -1.63624], [3.61965, -1.82118, 1.27604], [1.27664, -4.25224, -3.14618], [2.08480, 1.47369, 2.37558], [-1.72117, 4.70622, -5.76632], [4.31080, 2.81579, 4.25030], [1.34231, -3.32033, -2.58049], [-3.42769, 6.30169, 0.39741], [-5.02314, 5.74789, 0.78288], [-3.23035, -2.79895, 1.31771], [-1.10810, 2.41820, -0.30440], [-2.82366, 6.09230, -1.88269], [4.42399, -0.34690, 5.38518], [1.32702, -6.23544, 1.28737], [1.31964, -0.73463, 0.85475]], "forces_ev_per_a": [[0.106, 0.338, -0.334], [0.108, 0.090, -0.133], [0.176, 0.239, -0.164], [0.509, -0.974, 0.128], [-0.093, -0.455, 0.115], [0.172, 0.325, 0.409], [0.234, -0.198, 0.002], [0.120, 0.383, 0.158], [-0.197, 0.066, -0.055], [-0.158, -0.099, 0.049], [-0.504, 0.569, 1.053], [0.135, 0.009, -0.063], [0.010, 0.563, -0.297], [-0.128, 0.206, -0.084], [0.320, -0.155, -0.007], [0.556, 0.385, 0.176], [0.083, 0.093, -0.094], [0.023, -0.019, -0.116], [0.049, -0.129, -0.033], [0.283, -0.080, -0.397], [0.123, 0.056, -0.150], [-2.026, 0.182, 0.553], [0.455, -0.233, 0.722], [-1.078, 0.287, -0.642], [-1.133, 0.218, 0.981], [0.142, 0.201, -0.084], [0.144, 0.692, -0.586], [-0.494, -0.215, 0.035], [-0.017, -0.119, 0.154], [0.129, 0.274, -0.193], [0.296, 1.118, -0.306], [-0.138, -0.494, -0.180], [0.939, -0.565, 0.288], [0.290, 0.011, -0.079], [0.285, -0.477, -0.846], [-0.690, -0.794, -0.364], [0.521, 2.067, -0.588], [0.381, -0.003, 0.168], [-0.018, -0.107, -0.033], [0.532, -1.016, -1.912], [-0.636, -0.316, -0.595], [0.113, -0.186, -0.087], [-0.091, -0.269, 2.433], [-0.651, 0.059, 0.271], [0.201, 0.075, -0.847], [-0.070, -0.162, -0.056], [0.134, 0.522, -0.017], [-0.430, -0.057, -0.206], [0.186, -0.378, 0.235], [-0.828, -0.489, 0.291], [0.105, 0.039, -0.001], [0.211, 0.641, 0.419], [-0.149, 0.163, -0.202], [0.677, -0.844, -0.646], [0.107, 0.087, -0.244], [0.224, 0.695, 1.341], [-0.289, 0.015, 0.097], [-0.124, -0.155, -0.007], [0.637, 0.682, -0.206], [-0.189, 0.026, 0.005], [0.353, -0.192, 0.182], [-0.079, -0.236, -0.016], [0.418, -0.156, 0.357], [-0.465, -0.264, 0.295], [0.119, 0.666, 0.027], [0.799, -0.389, 0.118], [0.175, -0.032, 0.257], [-0.170, 0.568, 0.502], [0.623, -0.545, -0.365], [-0.099, -0.447, -0.254], [-0.095, 0.407, -0.476], [0.471, -0.143, 0.096], [-0.072, -0.152, 0.287], [-0.747, -0.210, 0.603], [0.242, 0.135, 0.010], [-0.415, -0.603, -0.610], [-0.968, 0.368, -1.328], [-0.028, 0.064, 0.093], [-0.310, -1.169, -0.138], [-0.491, -0.508, -0.813], [-0.251, 0.315, -0.179], [-0.172, -0.052, 0.013], [-0.175, 0.086, -0.184], [0.317, 0.205, 0.204], [0.414, -0.056, -0.502], [-0.211, 0.314, 0.330], [0.352, -0.216, -0.347], [0.108, -0.060, 0.053], [0.050, 0.105, 0.069], [0.094, -0.262, 0.175], [0.027, 0.074, -0.155], [-0.283, 0.211, 0.465], [-0.322, 0.128, 0.278], [1.203, -0.345, 1.729]], "mulliken_charge": [-0.34, 0.32, -0.07, -0.63, 0.38, 0.46, 0.32, 0.52, 0.09, 0.43, -0.45, 0.20, 0.28, -0.49, -0.24, 0.32, 0.14, 0.30, 0.53, 0.39, 0.47, -0.58, -0.79, 0.27, -0.66, 0.35, -0.45, 0.31, 0.47, 0.20, -0.42, -0.34, 0.02, 0.28, -0.79, -0.87, 2.19, 0.36, 0.34, -0.69, 0.16, -0.23, 0.53, -0.63, -0.73, -0.32, 0.11, -0.37, 0.33, -1.09, 0.35, -0.65, -0.87, 0.49, -0.20, -0.68, 0.30, 0.12, -0.54, 0.32, -0.36, 0.17, 0.28, 0.12, -0.17, -0.49, 0.26, 0.36, -0.40, 0.31, 0.31, 0.28, 0.06, -0.50, 0.40, 0.44, -0.44, 0.42, -0.72, 0.22, -0.11, 0.25, -0.03, 0.38, 0.49, -0.82, 0.36, 0.34, 0.22, -0.05, 0.33, -0.46, 0.58, -0.53]}

---

# 2
{"formula": "Cl2O5S2", "method": "the ωB97M-V functional and the def2-TZVPD basis", "orbital_gap_ev": 9.72, "fmax_ha_per_bohr": 0.143, "e_lumo_ev": -2.231, "e_tot_ev": -56949.0599, "spin_multiplicity": 1, "e_above_lowest_kj_mol": 124.99, "species": ["S", "O", "Cl", "Cl", "O", "O", "O", "S", "O"], "positions_angstrom": [[-0.33489, -0.91893, 0.79047], [0.96918, -0.56651, -0.15131], [-1.61916, -2.17876, -0.33234], [0.75583, 2.35668, 0.61324], [-1.07313, 0.26183, 1.31004], [1.45612, 1.07162, -1.92090], [-0.87232, 0.76585, -1.40856], [0.50734, 0.85754, -0.83723], [0.21103, -1.64932, 1.93661]], "forces_ev_per_a": [[-1.961, -0.901, 7.011], [-2.108, 1.118, 0.413], [1.539, 1.346, 0.718], [-0.072, -1.453, -1.163], [1.425, -2.449, -2.850], [-0.366, -0.174, 2.832], [3.128, 0.057, 3.035], [-1.123, 2.345, -6.799], [-0.461, 0.110, -3.197]], "mulliken_charge": [1.01, -0.09, -0.06, -0.04, -0.42, -0.49, -0.43, 1.01, -0.49]}

---

# 3
{"formula": "C8H11ClN2O2", "method": "the ωB97M-V functional and the def2-TZVPD basis", "smiles": "CCOC(=O)\\C(C)=N/C=C\\N=C\\Cl", "orbital_gap_ev": 7.73, "fmax_ha_per_bohr": 0.090, "e_lumo_ev": -0.308, "e_tot_ev": -28069.0799, "spin_multiplicity": 1, "e_above_lowest_kj_mol": 241.39, "species": ["C", "H", "H", "C", "H", "Cl", "C", "H", "C", "H", "H", "O", "H", "N", "C", "H", "H", "C", "O", "H", "N", "H", "C", "C"], "positions_angstrom": [[-1.23719, -0.09238, -0.84619], [-0.62104, -1.94467, -1.59667], [3.12251, -0.82300, -0.24254], [2.28153, -0.08089, 0.11609], [3.19993, 0.22759, 2.05339], [-5.48442, -1.30059, 0.15155], [-3.56593, 2.08321, 0.80463], [1.47681, 0.71835, 1.88499], [-2.41545, 1.82395, 0.01449], [-3.90734, 3.01674, 1.13056], [-1.55441, 2.58158, -0.09066], [0.16198, 1.34014, 0.30033], [2.40662, 0.84805, -0.46168], [-4.50208, 1.11360, 0.84702], [-4.26512, -0.12169, 0.67998], [-3.35876, -0.50158, 1.08319], [-1.87849, -1.12420, -2.66694], [-1.53523, -1.33364, -1.64825], [1.08850, -0.55128, -0.31421], [-2.23411, -1.89514, -1.01857], [-2.24390, 0.63580, -0.56449], [1.98920, -1.08875, 1.98611], [0.09714, 0.34498, -0.29278], [2.19431, -0.04612, 1.65244]], "forces_ev_per_a": [[-0.484, 0.526, -0.591], [-0.241, 0.060, -0.717], [-1.691, 1.327, 0.652], [3.507, -0.621, 0.401], [-0.777, -0.087, -0.068], [0.750, 0.842, 0.447], [2.182, -2.312, -2.387], [-0.293, -0.159, 0.723], [0.477, 2.850, 1.986], [0.268, 1.334, 0.618], [-1.921, -0.897, 0.047], [0.780, 4.261, 1.634], [0.702, 0.191, 0.977], [-1.781, -0.893, -0.769], [-0.477, 1.048, 0.532], [0.536, -1.108, -0.080], [0.011, -0.206, 0.390], [1.498, -0.377, 1.260], [-2.875, -1.957, -2.344], [-0.435, 0.060, -0.610], [-0.464, -0.897, -0.431], [-0.248, 0.932, -0.065], [-1.333, -3.783, -0.959], [2.310, -0.134, -0.647]], "mulliken_charge": [-0.05, 0.31, 0.23, -0.24, 0.33, -0.16, -0.55, 0.33, 0.18, 0.45, 0.31, -0.53, 0.32, -0.44, 0.13, 0.34, 0.27, -1.03, -0.34, 0.29, -0.48, 0.26, 1.06, -1.00]}

---

# 4
{"formula": "CH3Cl3Si", "method": "the ωB97M-V functional and the def2-TZVPD basis", "orbital_gap_ev": [7.24, 8.71], "fmax_ha_per_bohr": 0.024, "e_lumo_ev": [-1.912, -0.157], "e_tot_ev": -46531.2393, "spin_multiplicity": 1, "e_above_lowest_kj_mol": 410.42, "species": ["H", "Cl", "Cl", "H", "C", "Si", "H", "Cl"], "positions_angstrom": [[-2.50147, 0.62381, 0.72505], [2.74915, -0.88332, -1.53247], [1.44412, -2.53249, 1.11263], [-1.83134, 1.86461, -0.52667], [-2.14236, 0.87791, -0.28858], [1.67420, -0.68541, 0.26578], [-2.20637, 0.16853, -1.11209], [2.81408, 0.56636, 1.35634]], "forces_ev_per_a": [[0.314, 0.171, -0.883], [-0.519, -0.066, 0.552], [0.074, 0.049, 0.076], [0.194, 0.641, 0.035], [-0.318, -0.953, 0.447], [0.071, -0.215, -1.232], [-0.047, 0.078, 0.418], [0.230, 0.294, 0.586]], "mulliken_charge": [0.29, -0.22, -0.18, 0.31, -0.90, 0.54, 0.31, -0.16]}

---

# 5
{"formula": "C3H2BrClF2", "method": "the ωB97M-V functional and the def2-TZVPD basis", "orbital_gap_ev": 10.76, "fmax_ha_per_bohr": 0.119, "e_lumo_ev": 0.711, "e_tot_ev": -91141.2016, "spin_multiplicity": 1, "e_above_lowest_kj_mol": 112.08, "species": ["F", "C", "C", "C", "H", "Cl", "Br", "H", "F"], "positions_angstrom": [[2.23320, -0.27023, 3.65197], [-1.10248, -0.33609, 3.27119], [-0.05655, 0.17511, 2.70032], [1.49979, -0.91810, 2.71724], [-1.82673, 0.36754, 3.37439], [1.26976, -2.59144, 3.20273], [0.18086, 1.76793, 1.91530], [-1.02316, -1.29497, 3.76785], [2.17839, -0.83261, 1.60135]], "forces_ev_per_a": [[0.094, -0.395, 0.125], [1.696, -1.036, 0.396], [4.138, -4.506, -0.233], [-2.682, 3.123, 1.023], [-2.904, 1.224, 0.583], [-0.206, 0.318, -0.166], [0.297, 1.383, -0.674], [-0.464, 0.067, -0.152], [0.031, -0.178, -0.900]], "mulliken_charge": [-0.20, -0.61, 0.04, 0.54, 0.34, -0.14, -0.03, 0.25, -0.19]}

---

# 6
{"formula": "C12H17N3O3Tl", "method": "the ωB97M-V functional and the def2-TZVPD basis", "orbital_gap_ev": 9.02, "fmax_ha_per_bohr": 0.010, "e_lumo_ev": -2.418, "e_tot_ev": -28018.2665, "spin_multiplicity": 1, "charge": 1, "species": ["H", "H", "O", "H", "H", "C", "H", "H", "H", "H", "H", "O", "H", "H", "C", "C", "C", "C", "C", "C", "H", "C", "Tl", "H", "C", "N", "N", "C", "C", "H", "C", "H", "H", "N", "H", "O"], "positions_angstrom": [[7.80345, 0.52050, 3.03999], [0.52109, -0.62250, -2.38215], [1.35619, -3.68224, 0.12045], [1.85852, -2.56134, -1.83249], [-3.97802, 0.15090, -0.30687], [6.02993, 3.41307, 2.97253], [-3.38397, -1.30374, 0.45363], [6.10247, 4.44848, 3.28271], [7.95779, 2.88174, 3.75165], [-3.46231, -2.33085, -2.80153], [-4.24401, -1.41659, -1.11370], [0.36569, -1.79354, 0.85495], [-0.06927, -4.33139, 1.50259], [4.07573, 3.64428, 2.10050], [3.62148, 1.17435, 1.24044], [4.81350, 1.63266, 1.91740], [7.07173, 2.53068, 3.23353], [-3.12228, -1.38271, -3.20289], [1.00714, -4.32026, 1.36944], [5.85723, 0.74660, 2.17752], [5.77954, -0.28703, 1.86011], [-3.53545, -0.83219, -0.51934], [-0.20152, 0.69426, 0.55890], [-2.67774, -1.52902, -4.17802], [-2.19675, -0.55506, -1.09887], [1.37491, -1.94603, -1.20857], [2.66690, 0.81907, 0.70392], [0.97571, -2.41869, -0.00449], [6.98633, 1.20177, 2.83568], [1.46806, -3.79997, 2.20230], [4.89622, 2.96833, 2.31500], [-3.94366, -0.67809, -3.26685], [1.97271, -0.15201, -1.72356], [1.10741, -0.64251, -1.56336], [1.39089, -5.32875, 1.29196], [-2.04910, -0.82191, -2.36336]], "forces_ev_per_a": [[-0.065, 0.038, -0.017], [-0.185, 0.103, -0.230], [-0.097, -0.252, 0.302], [0.175, -0.236, -0.146], [0.040, -0.058, 0.024], [0.033, -0.002, 0.021], [-0.045, 0.052, 0.034], [-0.011, -0.073, -0.023], [-0.087, -0.035, -0.057], [0.049, -0.066, 0.014], [0.104, 0.110, 0.180], [0.144, -0.102, -0.344], [-0.096, 0.013, -0.038], [0.085, -0.052, 0.041], [0.197, 0.046, 0.099], [-0.206, 0.038, -0.038], [0.028, 0.016, 0.020], [0.185, 0.082, 0.050], [0.051, 0.053, -0.124], [-0.048, -0.136, -0.086], [0.010, 0.079, 0.040], [-0.122, -0.073, 0.046], [-0.142, -0.101, -0.091], [0.098, 0.031, -0.051], [-0.090, -0.070, -0.471], [-0.223, -0.182, 0.419], [0.289, 0.011, 0.030], [0.017, 0.045, 0.225], [0.050, 0.032, 0.033], [0.063, 0.070, 0.030], [-0.105, 0.017, -0.081], [-0.041, 0.077, 0.004], [0.161, 0.251, -0.026], [-0.135, 0.406, 0.010], [0.035, -0.071, -0.029], [-0.117, -0.063, 0.231]], "mulliken_charge": [0.39, 0.25, -0.42, 0.24, 0.32, -0.53, 0.31, 0.39, 0.39, 0.38, 0.40, -0.63, 0.29, 0.42, -0.19, 0.71, -0.37, -0.82, -0.65, -0.45, 0.42, -1.15, 0.87, 0.23, 0.26, -0.14, -0.27, 0.80, -0.50, 0.30, -0.39, 0.36, 0.27, -0.47, 0.24, -0.27]}